{"formula": "C6H6O", "method": "wB97M-V/def2-TZVPD", "gap_ha": [0.299, 0.299], "relative_energy_kcal_mol": 91.9, "multiplicity": 1, "smiles": "C/C=C/c1cc1=O", "symbols": ["C", "C", "C", "C", "C", "C", "O", "H", "H", "H", "H", "H", "H"], "coordinates": [[1.37631, 0.51274, -0.73312], [0.03556, 0.72321, -0.18532], [-0.63858, -0.27627, 0.87496], [-1.93343, -0.00154, 1.27822], [-3.10425, -0.44419, 1.84442], [-3.06160, 0.89378, 1.39975], [-3.53866, 1.98017, 1.23025], [1.81117, -0.43095, -0.40427], [2.02936, 1.33855, -0.41838], [1.34693, 0.54452, -1.82806], [-0.56617, 1.56702, -0.46716], [-0.07439, -1.14689, 1.16314], [-3.61131, -1.29845, 2.23571]], "forces_ev_per_a": [[0.30, 0.05, -0.18], [-3.27, -4.91, 5.41], [4.34, 4.54, -5.57], [-2.11, 0.12, 0.75], [0.89, 0.70, -0.60], [0.45, -0.75, 0.10], [-0.30, 0.56, -0.13], [0.00, 0.08, -0.04], [-0.04, -0.12, -0.07], [0.06, -0.04, 0.08], [-0.20, 0.27, -0.06], [0.04, -0.16, 0.05], [-0.15, -0.33, 0.26]]}

{"formula": "C2H7N3OS", "method": "wB97M-V/def2-TZVPD", "gap_ha": 0.337, "relative_energy_kcal_mol": 85.3, "multiplicity": 1, "smiles": "CN/C(=N/O)NS", "symbols": ["C", "N", "C", "N", "O", "N", "S", "H", "H", "H", "H", "H", "H", "H"], "coordinates": [[0.82505, -0.49193, 1.64926], [-0.38064, -0.73434, 0.70535], [-0.56718, 0.13608, -0.34162], [-1.62971, 0.92417, -0.28592], [-1.97253, 1.65795, -1.40592], [0.47214, 0.27222, -1.32949], [1.33638, -1.11415, -1.72839], [1.07351, -1.69512, 2.15826], [0.69314, 0.36730, 2.66251], [1.69572, -0.37550, 0.94977], [-1.36800, -1.08073, 1.08488], [-2.73960, 2.08945, -1.20266], [0.12863, 0.86473, -1.99534], [2.43309, -0.82012, -0.92069]], "forces_ev_per_a": [[-0.83, -2.83, 2.00], [-1.03, -0.66, 2.19], [-1.12, 2.80, -0.61], [0.96, -2.09, 1.13], [4.15, -1.73, -2.01], [-1.20, -1.90, 3.66], [1.22, 0.25, 0.24], [-0.85, 3.91, -1.26], [0.37, -2.57, -3.58], [-0.83, 0.62, 1.15], [3.28, 1.34, -0.63], [-3.03, 1.52, 1.19], [-0.38, 1.71, -2.61], [-0.70, -0.37, -0.86]]}

{"formula": "C23H45AsIN4O2Si3Sn", "method": "wB97M-V/def2-TZVPD", "gap_ha": 0.306, "charge": 1, "relative_energy_kcal_mol": 0.0, "multiplicity": 1, "symbols": ["Sn", "N", "C", "C", "N", "H", "H", "H", "H", "H", "H", "H", "H", "C", "Si", "C", "C", "As", "Si", "C", "C", "C", "Si", "C", "C", "C", "H", "H", "H", "H", "H", "H", "H", "H", "H", "H", "H", "H", "H", "H", "H", "H", "H", "H", "H", "H", "H", "H", "H", "H", "H", "H", "H", "I", "C", "C", "C", "C", "C", "C", "C", "O", "O", "H", "H", "H", "H", "N", "C", "C", "C", "C", "C", "N", "H", "H", "H", "H", "H", "H"], "coordinates": [[-0.34474, -0.22994, -0.24727], [-1.40190, 2.05940, -1.77158], [-0.72001, 3.20003, -1.14170], [0.75768, 2.89263, -1.03875], [1.01152, 1.74170, -0.14486], [-1.09577, 1.95745, -2.73505], [-2.40384, 2.19999, -1.80114], [-1.13215, 3.33185, -0.13791], [-0.85126, 4.14333, -1.67760], [1.29680, 3.78142, -0.70959], [1.13596, 2.62518, -2.02842], [0.99673, 2.01496, 0.83379], [1.93480, 1.35233, -0.30946], [-3.52718, 3.27504, 1.39467], [-2.55979, 2.64992, 2.85816], [-1.04015, 3.68358, 3.15941], [-3.67371, 2.73710, 4.33327], [-1.70543, 0.51897, 2.27824], [-0.57594, -0.17452, 4.26318], [1.12970, 0.55247, 4.17927], [-1.42456, 0.43387, 5.79863], [-0.52001, -2.03120, 4.28559], [-3.60505, -0.87427, 2.11065], [-4.39649, -0.35244, 0.50858], [-3.04610, -2.63738, 1.97419], [-4.79827, -0.66628, 3.51432], [-3.54820, 4.37062, 1.40070], [-4.56181, 2.92019, 1.44533], [-3.10731, 2.94509, 0.44309], [-1.29808, 4.74520, 3.24145], [-0.30765, 3.57059, 2.35472], [-0.55646, 3.38165, 4.09436], [-4.05498, 3.76394, 4.39063], [-3.15996, 2.51262, 5.26759], [-4.53039, 2.06537, 4.24259], [1.10159, 1.64534, 4.12495], [1.67200, 0.17983, 3.30342], [1.68983, 0.27157, 5.07850], [-1.26497, 1.50447, 5.95422], [-0.99344, -0.09715, 6.65654], [-2.50036, 0.23963, 5.78869], [-0.42473, -2.45070, 3.27880], [-1.42676, -2.43891, 4.74389], [0.33987, -2.36320, 4.87805], [-3.75644, -0.62417, -0.33728], [-4.57008, 0.72753, 0.47272], [-5.36038, -0.85720, 0.37962], [-2.10547, -2.72837, 1.42224], [-3.81541, -3.20805, 1.44324], [-2.90199, -3.09255, 2.95742], [-5.41035, 0.23097, 3.38824], [-4.30050, -0.61156, 4.48640], [-5.46823, -1.53333, 3.52714], [5.57750, -4.85346, 4.77024], [4.17766, -3.83853, 3.61029], [3.00599, -4.48444, 3.23430], [2.07130, -3.80036, 2.47173], [2.30653, -2.48297, 2.09149], [3.48670, -1.84958, 2.47124], [4.42950, -2.52600, 3.23005], [1.27420, -1.76073, 1.29812], [0.23794, -2.33952, 0.91720], [1.45834, -0.50771, 1.00684], [2.82491, -5.50936, 3.53125], [1.15239, -4.28373, 2.16172], [3.66084, -0.82452, 2.16999], [5.34944, -2.03841, 3.52560], [-0.00127, -0.10703, -3.91222], [1.26676, -0.51649, -3.53805], [2.25790, -0.78623, -4.48895], [3.51124, -1.14432, -4.05142], [3.76857, -1.23350, -2.68265], [2.73504, -0.95352, -1.82108], [1.50230, -0.59716, -2.23115], [-0.27265, -0.28448, -4.86358], [-0.72806, -0.26606, -3.23366], [2.02740, -0.71385, -5.54531], [4.29213, -1.36036, -4.77141], [4.74177, -1.51430, -2.30464], [2.88056, -1.01043, -0.74724]], "forces_ev_per_a": [[-0.16, 0.03, -0.29], [0.08, 0.24, 0.06], [-0.09, -0.25, -0.02], [0.12, -0.12, -0.01], [-0.16, 0.28, -0.21], [0.05, 0.04, 0.01], [-0.08, 0.01, 0.07], [0.02, 0.04, -0.04], [-0.01, 0.03, -0.03], [0.06, 0.01, 0.04], [0.03, 0.00, 0.02], [-0.03, 0.03, 0.01], [-0.03, 0.01, 0.02], [-0.16, 0.08, -0.22], [0.16, -0.08, -0.20], [0.19, 0.14, 0.07], [-0.17, -0.08, 0.24], [0.03, 0.04, 0.43], [-0.05, 0.03, -0.17], [0.31, 0.07, -0.13], [-0.13, 0.09, 0.21], [-0.01, -0.26, -0.14], [0.07, 0.04, -0.18], [-0.11, 0.10, -0.21], [0.16, -0.21, 0.00], [-0.16, 0.06, 0.24], [-0.04, -0.10, -0.01], [0.09, 0.06, -0.03], [-0.07, 0.03, 0.02], [0.04, -0.10, 0.00], [-0.02, 0.06, 0.04], [-0.01, 0.06, -0.09], [0.02, -0.09, 0.02], [-0.06, 0.04, -0.02], [0.06, 0.10, 0.03], [0.02, -0.08, 0.03], [-0.07, 0.10, 0.18], [-0.02, 0.04, -0.08], [-0.03, -0.09, 0.02], [-0.05, 0.08, -0.07], [0.09, 0.01, 0.05], [-0.02, 0.01, 0.21], [0.09, 0.01, -0.04], [-0.08, 0.01, -0.02], [-0.06, 0.03, 0.02], [-0.02, -0.11, -0.02], [0.08, 0.05, -0.02], [-0.11, -0.04, 0.03], [0.05, 0.00, 0.06], [-0.01, 0.01, -0.09], [0.03, -0.09, 0.04], [-0.07, -0.03, -0.06], [0.02, 0.10, 0.02], [0.01, 0.00, 0.00], [0.04, -0.03, 0.04], [-0.09, 0.08, -0.08], [0.03, -0.12, 0.00], [-0.05, 0.17, -0.05], [0.01, -0.02, -0.01], [-0.06, 0.04, -0.04], [0.06, 0.03, 0.04], [0.24, 0.07, 0.11], [-0.07, -0.75, 0.06], [0.01, 0.05, -0.01], [0.05, 0.03, 0.03], [0.01, -0.01, 0.02], [-0.05, -0.02, -0.01], [0.20, 0.12, -0.02], [-0.27, 0.03, -0.01], [-0.01, 0.01, -0.09], [0.06, -0.02, -0.05], [-0.02, 0.02, -0.07], [-0.01, -0.01, -0.08], [0.33, 0.04, 0.44], [-0.01, -0.07, -0.05], [-0.03, -0.11, 0.03], [0.03, 0.00, 0.06], [-0.05, 0.01, 0.04], [-0.05, 0.00, -0.01], [-0.04, 0.02, -0.08]]}

{"formula": "C4H12NPS", "method": "wB97M-V/def2-TZVPD", "gap_ha": 0.197, "relative_energy_kcal_mol": 102.2, "multiplicity": 1, "symbols": ["C", "C", "C", "C", "N", "P", "S", "H", "H", "H", "H", "H", "H", "H", "H", "H", "H", "H", "H"], "coordinates": [[1.86010, 1.90858, -0.06395], [-1.20919, -1.66178, -1.11618], [0.77839, 1.17814, 0.76883], [0.08181, -0.80670, -1.26507], [-1.46375, -0.61934, 2.51371], [0.92600, -0.56938, 0.31070], [2.71682, -1.31343, 0.45089], [2.23122, 1.27089, -0.81414], [1.31618, 2.80531, -0.52956], [2.72916, 2.08892, 0.61302], [-0.87494, -2.71122, -0.93228], [-1.72114, -1.26198, -0.17726], [-1.69690, -1.59241, -1.98198], [-0.20524, 1.51104, 0.48279], [1.06271, 1.35082, 1.82621], [-0.05580, 0.06384, -1.87133], [0.77129, -1.43143, -1.82858], [-1.35051, -1.59530, 2.36131], [-2.34463, -0.33956, 2.27614]], "forces_ev_per_a": [[-0.99, 1.59, 0.76], [2.62, 0.22, 4.81], [1.50, -0.10, 0.29], [-0.02, -2.00, -0.21], [4.68, 0.10, 0.37], [-0.31, 0.77, 1.29], [-1.00, -0.04, 0.19], [0.47, -0.44, -1.34], [1.55, -0.91, 0.72], [-0.73, 0.55, -0.79], [-0.55, 0.74, -0.03], [0.02, -0.77, -1.52], [-2.50, 0.16, -3.18], [-0.47, -0.05, 0.43], [-1.00, -0.43, -0.49], [-0.19, 0.98, 0.16], [0.32, 0.07, -0.08], [-0.31, -1.13, 0.00], [-3.09, 0.70, -1.35]]}

{"formula": "C6H12N2O", "method": "wB97M-V/def2-TZVPD", "gap_ha": 0.258, "relative_energy_kcal_mol": 248.6, "multiplicity": 1, "symbols": ["C", "C", "C", "C", "C", "C", "H", "H", "H", "H", "H", "H", "H", "H", "H", "H", "H", "H", "N", "N", "O"], "coordinates": [[-1.56694, 1.43454, -0.81156], [-1.42687, 0.03242, -0.33942], [-1.96542, -0.10282, 1.13598], [-2.72378, -0.89904, 0.02222], [0.89082, -0.35736, 0.06735], [2.31358, -0.65314, -0.21948], [-2.26269, 2.35514, -0.12411], [-1.83131, 1.13545, -2.00072], [-0.43387, 1.93199, -0.76792], [-2.03497, 1.06930, 1.70237], [-1.56199, -0.69820, 1.84695], [-2.53487, -2.02303, -0.02458], [-3.72959, -0.56758, -0.29444], [-0.28410, -1.60342, -1.35975], [1.65011, 0.70093, 1.18782], [2.63678, -1.60937, 0.40806], [2.56512, -1.14580, -1.16424], [3.81325, 0.60666, -1.35587], [-0.15687, -0.67432, -0.65100], [0.77605, 0.70675, 0.76562], [3.31818, 0.36166, 0.25169]], "forces_ev_per_a": [[1.23, 2.58, -2.52], [-1.37, -2.52, 4.27], [-0.62, 3.75, -1.87], [1.36, 1.89, -0.15], [1.69, 3.35, -0.45], [2.97, -4.41, 2.11], [1.74, -3.54, -2.53], [0.23, 2.26, 2.79], [-3.09, -1.35, -0.31], [-0.87, -3.74, -2.05], [1.81, -1.91, 1.75], [-0.23, 1.76, 0.36], [0.78, -0.23, -0.08], [0.94, 3.67, 2.92], [1.97, 1.53, 1.49], [-0.80, 1.68, -0.49], [-0.45, 0.98, -0.37], [-1.08, -0.12, 4.91], [-4.48, -4.42, -4.46], [-1.58, -0.47, 1.25], [-0.16, -0.73, -6.57]]}

{"formula": "C4H7N2", "method": "wB97M-V/def2-TZVPD", "gap_ha": 0.394, "charge": 1, "relative_energy_kcal_mol": 8.9, "multiplicity": 1, "smiles": "Cc1c[nH]c[nH+]1", "symbols": ["C", "C", "C", "N", "C", "N", "H", "H", "H", "H", "H", "H", "H"], "coordinates": [[1.86538, 0.90497, 0.66419], [0.60039, 0.23866, 0.21422], [-0.20750, -0.54869, 0.98187], [-1.30050, -0.88721, 0.20574], [-1.18056, -0.33612, -0.99317], [-0.07536, 0.40895, -0.96538], [2.32854, 0.19852, 1.34756], [1.64492, 1.80807, 1.21227], [2.54508, 1.03316, -0.16753], [-0.21263, -0.66171, 2.04722], [-1.91565, -1.64684, 0.46023], [-1.92911, -0.14565, -1.73689], [0.29520, 0.79700, -1.82374]], "forces_ev_per_a": [[-0.40, -1.00, -0.31], [-0.19, 0.25, 1.20], [-0.14, 0.56, -0.54], [0.30, -0.43, 0.14], [-0.13, 1.08, 0.49], [0.52, -0.63, -0.84], [0.20, 0.11, 0.11], [0.10, 0.44, -0.13], [0.16, 0.40, -0.07], [0.26, -0.63, 0.12], [-0.50, 0.33, -0.08], [-0.23, -0.86, -0.32], [0.04, 0.38, 0.23]]}

Question: What is the formula in the first record?
Answer: C6H6O